Molecular formula: C44H66As3NNaOPSTe
Method: DFT, the ωB97M-V functional and the def2-TZVPD basis

```
119
Properties=species:S:1:pos:R:3:forces:R:3
Na -0.092249 -0.078408 -0.659684 -0.24 0.06 -0.13
C 0.589280 -0.799156 3.718573 0.01 0.03 -0.55
As 0.405242 0.448500 2.128854 -0.27 0.72 1.69
C -0.981826 1.594771 3.076316 0.46 -0.31 -0.57
C 1.860638 1.782262 2.488243 -0.13 -0.22 -0.30
C 3.308706 1.463338 2.015523 0.05 0.43 0.20
C 4.187852 2.499623 2.781421 -0.04 -0.31 -0.14
C 3.492267 1.757600 0.500085 -0.38 -0.38 0.33
As 2.626059 0.506649 -0.809500 1.81 1.03 -0.78
C 4.201158 -0.682305 -1.183425 -0.25 -0.23 0.51
C 3.031056 1.724271 -2.381541 -0.41 -0.35 0.39
C 3.632381 -0.001461 2.417717 0.07 0.16 -0.09
As 5.409446 -0.909018 2.345212 0.60 0.60 0.63
C 6.729264 0.301909 1.448193 -0.32 -0.08 -0.16
C 5.941430 -0.398399 4.211050 0.01 -0.40 -0.10
H 0.881430 -0.283667 4.640852 -0.11 0.03 -0.21
H 1.342693 -1.567600 3.492204 -0.30 0.16 0.10
H -0.396522 -1.283602 3.857193 0.49 0.22 -0.06
H -0.666023 1.842228 4.094776 0.09 -0.12 -0.16
H -1.911889 1.029091 3.109705 0.05 -0.05 0.08
H -1.148521 2.520130 2.508672 0.13 -0.25 0.06
H 1.850622 1.913901 3.573614 0.10 0.02 0.02
H 1.508885 2.732656 2.034609 0.13 -0.52 0.16
H 3.789266 3.504362 2.606352 0.02 -0.10 -0.01
H 5.238377 2.509115 2.466653 -0.25 -0.13 0.02
H 4.146984 2.314276 3.859739 0.03 -0.01 -0.08
H 4.563247 1.766746 0.263243 -0.20 0.10 -0.06
H 3.051876 2.748930 0.277682 0.27 -0.42 0.05
H 5.084491 -0.128180 -1.510810 -0.20 0.11 0.03
H 3.913021 -1.387014 -1.967385 0.02 0.07 -0.01
H 4.478101 -1.284518 -0.298187 -0.18 0.26 -0.34
H 4.098681 1.966859 -2.421847 -0.16 -0.17 0.11
H 2.451621 2.650838 -2.274493 0.07 -0.32 0.00
H 2.718169 1.213451 -3.301545 0.12 0.19 0.22
H 3.028576 -0.704019 1.820980 -0.19 0.32 0.13
H 3.349266 -0.152396 3.480740 0.06 0.07 -0.54
H 6.484544 0.423546 0.385268 0.01 -0.02 0.30
H 7.711238 -0.178484 1.498114 -0.18 -0.05 0.10
H 6.798316 1.281473 1.923939 -0.04 -0.12 -0.06
H 5.243262 -0.857377 4.934586 0.27 0.23 -0.37
H 5.938646 0.689537 4.330783 -0.02 -0.19 -0.02
H 6.947967 -0.786658 4.424144 -0.28 0.14 -0.09
N -0.090196 1.972678 -3.689510 -0.50 1.12 -2.64
C -0.191454 1.590889 -2.567993 0.16 -1.60 0.89
H -0.323705 2.811675 -4.244047 0.48 -0.57 0.90
Te -0.563687 3.091299 -0.654943 0.75 1.72 0.20
C -0.139988 5.181491 -0.955475 -0.29 -0.52 0.42
C -0.828604 5.936876 -1.922851 0.47 -0.41 0.43
C -0.620655 7.307550 -1.968763 0.04 0.39 -0.07
C 0.226060 7.922729 -1.044393 0.02 0.26 -0.13
C 0.909360 7.170001 -0.091063 0.30 0.36 0.16
C 0.742206 5.796363 -0.047619 -0.23 -0.29 -0.29
H -1.511887 5.433701 -2.613238 0.20 0.24 0.25
H -1.120907 7.915633 -2.729258 0.12 -0.20 0.30
H 0.364828 9.005620 -1.073410 -0.05 -0.32 -0.02
H 1.586769 7.667347 0.620857 -0.39 -0.24 -0.38
H 1.269918 5.180653 0.697112 -0.30 0.37 -0.39
C 0.667826 -5.638221 -0.807621 0.10 0.07 0.27
C 0.864606 -4.236003 -0.168768 0.50 -0.66 0.01
C 0.841054 -4.342212 1.375112 -0.37 -0.39 -0.38
C 2.288236 -3.751722 -0.590654 -0.23 -0.35 0.25
P -0.293001 -2.904509 -0.724905 -0.46 0.32 0.03
C -0.156190 -3.054983 -2.533269 -0.26 -0.26 -0.13
C 0.607070 -2.064460 -3.157559 0.15 -0.28 0.18
C 0.827204 -2.097318 -4.526466 -0.07 0.27 -0.37
C 0.238257 -3.093912 -5.298188 -0.07 -0.09 -0.23
C -0.516024 -4.097522 -4.682192 -0.17 -0.16 -0.03
C -0.723283 -4.086014 -3.303514 0.35 0.10 -0.31
C -2.094282 -3.285615 -0.299308 -0.46 -0.40 0.31
C -2.501674 -4.770322 -0.209628 -0.18 0.01 0.07
C -2.352203 -2.668630 1.112547 0.04 -0.19 -0.36
C -3.019816 -2.573476 -1.334743 0.32 -0.59 0.49
H 1.453347 -6.290529 -0.402063 -0.03 0.06 -0.17
H 0.772840 -5.615291 -1.904654 -0.02 0.02 0.48
H -0.282402 -6.119296 -0.543686 0.19 0.28 -0.12
H 1.650173 -5.023302 1.669767 -0.15 0.16 0.12
H -0.114528 -4.759603 1.752114 0.50 0.22 -0.20
H 1.000257 -3.365815 1.835190 0.03 0.01 0.05
H 3.036947 -4.453290 -0.172444 -0.31 0.31 -0.20
H 2.501691 -2.750461 -0.202668 -0.03 -0.08 -0.03
H 2.398661 -3.741974 -1.682305 -0.02 0.03 0.22
H 1.088279 -1.295539 -2.540085 -0.23 -0.20 -0.36
H 1.426053 -1.310485 -4.991104 -0.20 -0.27 0.09
H 0.346855 -3.087846 -6.392251 0.06 -0.05 0.59
H -0.946035 -4.913717 -5.275798 0.17 0.42 0.17
H -1.281170 -4.913090 -2.847073 0.22 0.54 -0.15
H -1.946983 -5.303558 0.575618 -0.12 0.15 -0.26
H -2.389479 -5.311826 -1.154737 0.04 0.09 0.17
H -3.570457 -4.826462 0.063600 0.30 0.05 -0.07
H -1.782528 -3.200306 1.893140 -0.13 0.23 -0.28
H -3.423180 -2.774519 1.354221 0.30 0.05 -0.05
H -2.095615 -1.603639 1.123350 -0.07 -0.17 0.09
H -2.940170 -3.030348 -2.333018 0.00 0.29 0.32
H -2.773475 -1.514714 -1.367061 -0.06 0.13 -0.19
H -4.064788 -2.678291 -0.993539 0.33 0.05 -0.08
O -1.981931 0.544474 0.212381 -1.28 1.10 0.01
S -2.991672 1.695261 0.424976 1.30 -0.80 -0.44
C -3.879500 1.838589 -1.127596 -0.57 -0.48 0.36
C -5.093624 2.509880 -1.032698 -0.02 -0.02 -0.33
C -5.968223 2.453160 -2.107717 0.24 -0.13 -0.59
C -5.599398 1.759930 -3.275106 0.01 0.35 0.34
C -4.364487 1.120282 -3.354007 -0.13 -0.02 -0.29
C -3.506976 1.131004 -2.263229 0.25 -0.13 0.60
C -4.232150 0.922519 1.402288 0.03 0.17 -0.22
C -4.886790 -0.195126 0.947242 -0.09 -0.44 -0.59
C -5.848966 -0.777768 1.740527 -0.62 -0.70 -0.16
C -6.152142 -0.228134 2.980126 0.36 0.32 0.31
C -5.470147 0.912772 3.419372 -0.51 -0.35 0.44
C -4.493729 1.495013 2.627954 -0.23 0.34 0.29
H -5.345898 3.025073 -0.108108 -0.09 -0.03 -0.19
H -6.932584 2.946127 -2.079978 0.06 0.01 0.12
H -6.285246 1.753513 -4.120243 0.17 -0.08 0.15
H -4.060923 0.594949 -4.262938 -0.18 0.14 0.29
H -2.580060 0.549121 -2.245446 -0.28 0.40 -0.15
H -4.637595 -0.576465 -0.048697 -0.17 0.03 0.42
H -6.394473 -1.659272 1.372721 0.28 0.41 0.26
H -6.891563 -0.694218 3.627051 0.06 0.13 -0.18
H -5.721526 1.337728 4.391351 0.11 -0.08 -0.24
H -3.967593 2.402150 2.942382 -0.16 -0.37 -0.10
```
Positions in Å, forces in eV/Å.

Output
LUMO level ... 0.295 eV
Total charge ... 0
Frontier orbital gap ... 5.9 eV